A) {"formula": "C5H7PS", "method": "ωB97M-V with the def2-TZVPD basis set", "symbols": ["C", "C", "C", "P", "S", "C", "C", "H", "H", "H", "H", "H", "H", "H"], "xyz": [[-1.9243, 0.8319, 0.4180], [-0.5554, 0.2062, 0.1763], [0.4544, 1.0278, -0.3191], [1.9237, -0.0029, -0.4931], [3.6024, 0.3281, 0.4946], [1.0334, -1.4592, 0.0307], [-0.2677, -1.2021, 0.2910], [-2.1727, 0.7083, 1.3599], [-2.7922, 0.4261, -0.2893], [-1.9484, 1.8751, 0.3201], [0.4034, 1.9896, -0.6175], [1.9393, -0.3581, -1.9557], [1.3008, -2.5117, 0.0446], [-0.9967, -1.8592, 0.5395]], "charge": 0, "spin_multiplicity": 1, "molar_mass_g_mol": 130.2}

B) {"formula": "C5H7PS", "method": "ωB97M-V with the def2-TZVPD basis set", "symbols": ["C", "C", "C", "C", "C", "P", "S", "H", "H", "H", "H", "H", "H", "H"], "xyz": [[0.5484, 0.8573, 0.9942], [0.4219, -0.9168, -0.7105], [1.0895, -0.1394, 0.4123], [-1.9543, 0.2517, -0.3660], [2.4203, -0.7243, 0.7902], [-3.5402, 0.8008, -0.7047], [-1.1353, -0.8381, -1.2432], [0.1162, 1.7054, 1.1634], [0.9963, -1.6694, -1.2538], [2.3472, -0.6285, 1.8201], [2.4801, -1.8959, 0.5281], [3.2363, -0.2152, 0.4174], [-3.6250, 1.6281, -1.9945], [-3.4013, 1.7842, 0.1471]], "charge": 0, "spin_multiplicity": 1, "molar_mass_g_mol": 130.2}

C) {"formula": "C5H7PS", "method": "ωB97M-V with the def2-TZVPD basis set", "symbols": ["C", "P", "C", "C", "S", "C", "C", "H", "H", "H", "H", "H", "H", "H"], "xyz": [[1.0781, -1.5580, 0.6583], [0.1112, -1.1478, -0.8129], [-1.4578, -1.1828, -0.1271], [-2.4955, -0.3492, -0.2013], [-4.0760, -0.2136, 0.2678], [-1.7624, 1.0035, -0.4619], [-0.2546, 0.6695, -0.7272], [0.5031, -1.5903, 1.5446], [1.7719, -0.8065, 0.8639], [1.5690, -2.5376, 0.3766], [-2.0630, 1.2881, -1.3906], [-1.9839, 1.8497, 0.1372], [0.0582, 0.9445, -1.6735], [0.2971, 1.1774, 0.0967]], "charge": 0, "spin_multiplicity": 1, "molar_mass_g_mol": 130.2}

The winner here is A), beating the second structure by 0.1228 hartree.

A) {"formula": "CH7N2S", "method": "ωB97M-V with the def2-TZVPD basis set", "symbols": ["S", "H", "N", "C", "N", "H", "H", "H", "H", "H", "H"], "xyz": [[-1.6703, -1.8932, -1.3081], [-2.8169, -1.2148, -1.3042], [-0.2650, 0.9356, 1.2350], [1.0668, 0.3611, 0.5871], [0.9643, -0.1561, -0.7064], [-1.0289, 0.2288, 1.4864], [-0.7413, 1.5580, 0.4974], [1.1474, -0.4963, 1.3605], [1.9659, 0.9285, 0.6917], [1.1388, 0.4997, -1.4857], [0.2393, -0.7513, -1.0537]], "charge": -1, "spin_multiplicity": 1, "molar_mass_g_mol": 79.1}

B) {"formula": "CH7N2S", "method": "ωB97M-V with the def2-TZVPD basis set", "symbols": ["S", "H", "N", "C", "N", "H", "H", "H", "H", "H", "H"], "xyz": [[-1.8219, -2.5285, 0.4967], [-1.3562, -1.6801, -0.5785], [1.1200, -0.2178, 0.7262], [0.7128, 0.6225, -0.4366], [-0.6202, 1.1631, -0.3604], [0.5633, -0.0327, 1.5346], [1.2466, -1.1759, 0.6811], [1.3746, 1.4907, -0.2718], [0.9459, 0.1521, -1.4607], [-1.3125, 0.6618, -0.7696], [-0.8524, 1.5448, 0.4390]], "charge": -1, "spin_multiplicity": 1, "molar_mass_g_mol": 79.1}

The winner here is A), beating the second structure by 0.0099 hartree.

A) {"formula": "C10H11N2", "method": "ωB97M-V with the def2-TZVPD basis set", "symbols": ["C", "C", "C", "C", "C", "C", "C", "C", "C", "C", "N", "N", "H", "H", "H", "H", "H", "H", "H", "H", "H", "H", "H"], "xyz": [[0.6258, 2.2690, -1.5468], [-0.6958, 2.3039, -1.4706], [1.2230, 0.0094, -0.5016], [-0.1963, -1.4206, 0.7417], [-2.4114, -0.1000, -0.0788], [1.5193, 1.2306, -1.0496], [-1.4295, -1.7359, 1.3349], [-1.1533, 0.2621, -0.4584], [2.9676, 1.6823, -0.9987], [-1.6127, -2.8242, 2.2701], [-0.0596, -0.3582, -0.1153], [-2.5320, -1.0051, 0.9175], [1.0878, 3.0803, -1.9531], [-1.5285, 2.8718, -1.9543], [2.1380, -0.5908, -0.1791], [0.5575, -2.0461, 0.9700], [-3.2463, 0.4134, -0.3513], [2.8691, 2.6855, -0.6493], [3.4443, 1.6946, -2.0563], [3.5991, 0.9787, -0.4792], [-2.5545, -2.8458, 2.7507], [-0.9158, -2.7519, 3.1198], [-1.6956, -3.8031, 1.7376]], "charge": 1, "spin_multiplicity": 1, "molar_mass_g_mol": 159.2}

B) {"formula": "C10H11N2", "method": "ωB97M-V with the def2-TZVPD basis set", "symbols": ["C", "C", "C", "C", "C", "C", "C", "C", "C", "C", "N", "N", "H", "H", "H", "H", "H", "H", "H", "H", "H", "H", "H"], "xyz": [[3.2243, 0.3403, -0.5887], [2.8884, 0.8255, 0.7046], [2.2020, -0.1424, -1.3662], [1.5835, 0.8969, 1.1024], [0.9284, -0.1683, -0.9289], [0.5723, 0.2580, 0.3510], [-2.3013, 1.4346, -0.8196], [-2.5340, -0.0200, -0.5866], [-0.7406, 0.2830, 0.8850], [-1.8797, -1.9767, 0.7676], [-1.4499, 2.0595, -0.1712], [-1.7885, -0.5880, 0.2465], [4.2031, 0.4150, -0.8525], [3.5946, 1.2964, 1.2410], [2.4712, -0.5378, -2.2833], [1.3614, 1.3495, 2.0054], [0.0302, -0.2814, -1.5797], [-3.0451, 1.8616, -1.4781], [-3.2501, -0.6111, -1.1226], [-0.9372, 0.3659, 1.9698], [-1.0583, -1.9681, 1.5293], [-1.2725, -2.6654, 0.0580], [-2.8022, -2.4271, 0.9167]], "charge": 1, "spin_multiplicity": 1, "molar_mass_g_mol": 159.2}

The winner here is B), beating the second structure by 0.0337 hartree.

A) {"formula": "C4H8OSSi", "method": "ωB97M-V with the def2-TZVPD basis set", "symbols": ["C", "Si", "C", "O", "H", "H", "H", "H", "H", "H", "C", "C", "S", "H", "H"], "xyz": [[-1.6418, -0.8057, -1.4886], [-0.7830, 0.0777, -0.0510], [-1.6377, -0.2781, 1.5993], [0.4861, 0.9024, -0.2019], [-2.1972, -0.1007, -2.1033], [-0.9040, -1.2786, -2.1330], [-2.3372, -1.5728, -1.1561], [-1.5195, 0.5540, 2.2889], [-2.7010, -0.4788, 1.4885], [-1.1863, -1.1500, 2.0708], [3.0292, 1.4099, -0.1215], [2.4305, 0.2574, -0.0242], [2.3478, -1.3108, 0.1520], [4.1062, 1.4374, -0.0599], [2.5078, 2.3366, -0.2599]], "charge": 0, "spin_multiplicity": 1, "molar_mass_g_mol": 132.3}

B) {"formula": "C4H8OSSi", "method": "ωB97M-V with the def2-TZVPD basis set", "symbols": ["C", "C", "C", "C", "O", "Si", "S", "H", "H", "H", "H", "H", "H", "H", "H"], "xyz": [[-0.3591, -1.5202, -1.0975], [-0.7912, -2.3527, -1.9840], [0.3519, 0.3115, 2.2147], [0.1473, 2.0351, -0.3395], [-0.9075, -0.6513, -0.2310], [0.3904, 0.3090, 0.3580], [1.7088, -1.0341, -0.5405], [-0.0431, -3.0601, -2.2990], [-1.6818, -2.3527, -2.4489], [-0.7061, 0.2698, 2.2178], [0.7923, -0.5753, 2.7000], [0.7349, 1.2369, 2.5770], [-0.1374, 2.5605, 0.5579], [1.0648, 2.6559, -0.5705], [-0.5642, 2.1676, -1.1146]], "charge": 0, "spin_multiplicity": 1, "molar_mass_g_mol": 132.3}

The winner here is B), beating the second structure by 0.0452 hartree.

A) {"formula": "C2HF3O3S", "method": "ωB97M-V with the def2-TZVPD basis set", "symbols": ["O", "S", "O", "O", "C", "C", "F", "F", "F", "H"], "xyz": [[3.0112, 0.4343, -0.0263], [1.7703, 0.7850, -0.5816], [1.6719, 1.6629, -1.7185], [0.7247, -0.4675, -0.5662], [0.2265, 0.6977, 0.3497], [-0.9072, 1.4958, -0.1636], [-1.1455, 2.6264, 0.5605], [-0.7054, 1.9089, -1.3717], [-2.1400, 0.9090, -0.1833], [0.0997, 0.1915, 1.2667]], "charge": 0, "spin_multiplicity": 1, "molar_mass_g_mol": 162.1}

B) {"formula": "C2HF3O3S", "method": "ωB97M-V with the def2-TZVPD basis set", "symbols": ["C", "C", "O", "O", "O", "F", "F", "F", "S", "H"], "xyz": [[-1.4253, 0.3036, -0.6795], [-1.7002, -0.0599, 0.7259], [-0.1074, -2.1662, -1.1327], [1.3954, -3.7930, 0.2004], [-0.4620, 0.2724, 0.3337], [-1.9001, 1.4627, -1.1849], [-1.9286, -1.3804, 1.0414], [-2.3918, 0.6477, 1.5708], [0.1264, -3.4847, -0.4562], [-1.1446, -0.4953, -1.4947]], "charge": 0, "spin_multiplicity": 1, "molar_mass_g_mol": 162.1}

The winner here is B), beating the second structure by 0.0223 hartree.

A) {"formula": "C2H10B2N2", "method": "ωB97M-V with the def2-TZVPD basis set", "symbols": ["B", "B", "C", "C", "N", "N", "H", "H", "H", "H", "H", "H", "H", "H", "H", "H"], "xyz": [[3.1295, 0.1944, 0.0801], [-3.1051, -0.5328, -0.1028], [0.6412, 0.1449, 0.4634], [-0.4108, 0.3009, -0.6086], [1.8854, -0.4940, -0.0751], [-2.1167, 0.3922, 0.1693], [3.9894, -0.0578, -0.7477], [3.2280, 0.8076, 1.0200], [-4.0426, -0.8550, 0.6019], [-2.9917, -1.1678, -1.0166], [0.1652, -0.4195, 1.2930], [0.9417, 1.0212, 1.0689], [-0.4857, 1.3528, -1.1653], [-0.5492, -0.4821, -1.3994], [1.7741, -1.4020, -0.5431], [-1.8608, 1.1262, 0.9186]], "charge": 0, "spin_multiplicity": 1, "molar_mass_g_mol": 83.7}

B) {"formula": "C2H10B2N2", "method": "ωB97M-V with the def2-TZVPD basis set", "symbols": ["B", "B", "C", "C", "N", "N", "H", "H", "H", "H", "H", "H", "H", "H", "H", "H"], "xyz": [[-1.6636, -1.3251, -2.9748], [2.5685, 0.0415, 3.6149], [-0.7182, -0.5832, -0.7593], [-0.0043, 0.2648, 0.0049], [-1.0590, -0.4171, -2.1234], [3.1164, 0.3831, 2.5407], [-1.5329, -1.1395, -4.1816], [-2.2614, -2.2897, -2.4860], [1.8664, -0.3017, 4.5077], [-1.2354, 2.0810, 1.3279], [-1.2709, 2.8470, 1.4714], [-0.9347, -1.6263, -0.4131], [0.3285, -0.2311, 0.8975], [0.2054, 1.2260, -0.5168], [-0.6436, 0.3351, -2.6170], [3.2388, 0.7352, 1.7070]], "charge": 0, "spin_multiplicity": 1, "molar_mass_g_mol": 83.7}

The winner here is A), beating the second structure by 0.0096 hartree.